No. 1
The following is a DFT calculation (wB97M-V/def2-TZVPD) of C22H47AlN2O6P as an isolated structure at a distorted geometry.

Last column: Mulliken spin population.
Element x y z (Å)
O1 4.85570 6.55264 -0.55998  0.000
P1 3.44115 6.09932 -0.43514  0.000
O2 2.96416 6.46611 1.09300  0.000
O3 2.59205 7.00751 -1.53070  0.000
C1 3.37998 4.32591 -0.79238  0.000
Al1 1.67279 3.29256 -0.27084  -0.001
C2 0.30187 4.34379 0.81148  0.001
C3 -0.09049 5.67117 0.04263  0.000
C4 -0.32377 5.46459 -1.51970  0.000
O4 -1.42379 5.72153 -0.43718  0.000
H1 2.82382 7.42878 1.08475  0.000
H2 2.66231 6.55047 -2.38271  0.000
H3 4.25373 3.90014 -0.27448  0.000
H4 3.51344 4.19937 -1.88114  0.000
H5 2.16585 2.07356 0.68663  0.001
H6 1.07370 2.59545 -1.58488  0.003
H7 0.63472 4.66344 1.81187  0.000
H8 -0.65554 3.78998 0.81808  0.000
H9 0.39702 6.61378 0.34737  0.000
H10 -0.88764 4.60111 -1.88504  0.000
H11 -0.61449 6.36255 -2.08622  0.000
C5 -1.45092 -2.21061 -2.35961  0.017
C6 -0.41151 -1.17294 -2.86049  0.026
C7 -0.03157 -1.45091 -4.32287  0.009
C8 0.90149 -2.64300 -4.49453  -0.017
C9 2.14164 -2.45917 -3.62573  0.023
C10 1.80093 -2.22140 -2.14991  0.049
N1 0.77389 -1.15437 -1.95641  0.204
O5 1.36443 0.00101 -2.10493  0.646
C11 1.32759 -3.55711 -1.53461  0.022
C12 3.09375 -1.90374 -1.38994  -0.001
C13 -1.18509 0.15279 -2.84097  -0.001
H12 -1.97518 -2.68322 -3.19379  0.000
H13 -1.03501 -3.00667 -1.74982  -0.004
H14 -2.20459 -1.73941 -1.72515  0.002
H15 0.45890 -0.56849 -4.74746  0.004
H16 -0.93499 -1.60579 -4.91855  0.003
H17 0.38133 -3.57415 -4.24812  0.001
H18 1.19950 -2.72652 -5.54348  0.002
H19 2.78589 -3.33788 -3.72118  0.003
H20 2.72030 -1.61459 -4.01523  0.000
H21 0.92567 -3.40399 -0.52991  0.001
H22 2.16226 -4.25483 -1.44408  0.000
H23 0.58089 -4.07294 -2.13794  0.002
H24 3.62255 -1.04675 -1.80604  0.001
H25 3.78096 -2.75049 -1.44246  0.000
H26 2.89017 -1.70469 -0.33605  0.000
H27 -1.43608 0.44811 -1.82139  0.003
H28 -2.11879 0.04356 -3.39865  0.000
H29 -0.62977 0.96872 -3.30307  0.003
C14 -1.81271 0.37086 3.16456  0.010
C15 -1.53543 -0.82847 2.22096  0.036
C16 -2.85069 -1.40426 1.67494  0.021
C17 -3.62414 -2.23518 2.69120  -0.021
C18 -2.73030 -3.33811 3.24949  0.014
C19 -1.42502 -2.79806 3.84548  0.038
N2 -0.71152 -1.86012 2.92407  0.359
O6 -0.11043 -2.58188 2.01634  0.559
C20 -1.74932 -2.10913 5.18887  0.007
C21 -0.53762 -3.98309 4.24468  -0.003
C22 -0.79854 -0.18928 1.03900  -0.057
H30 -2.79890 0.80163 2.97977  0.000
H31 -1.75946 0.13478 4.22285  -0.012
H32 -1.07780 1.16402 3.01933  -0.003
H33 -2.63998 -2.03707 0.80524  0.004
H34 -3.48484 -0.59436 1.30799  0.001
H35 -4.00923 -1.59661 3.49215  -0.001
H36 -4.49750 -2.68306 2.20917  0.001
H37 -3.27993 -3.90148 4.00910  0.000
H38 -2.50698 -4.04904 2.44635  0.008
H39 -0.87965 -1.57301 5.57411  -0.008
H40 -2.02996 -2.84879 5.94114  0.000
H41 -2.58941 -1.41939 5.13076  0.000
H42 -0.33231 -4.65093 3.40838  0.001
H43 -1.03118 -4.58454 5.00992  0.000
H44 0.41461 -3.64001 4.65436  0.001
H45 0.17961 0.19058 1.33940  -0.003
H46 -1.37320 0.65221 0.64653  0.002
H47 -0.65346 -0.88246 0.21072  0.042

Summary:
Expectation value of S²: 2.008
Orbital gap (alpha / beta): 7.187 / 6.964 eV
Spin multiplicity: 3
E_HOMO (alpha / beta): -4.8868 / -4.8848 eV
Charge: -1

=====

No. 2
The following is a DFT calculation (wB97M-V/def2-TZVPD) of one molecule with the formula C3H7BrS3 at a distorted geometry.

Last column: Löwdin charge in e.
Element x y z (Å)
C1 1.45304 0.17504 -0.60995  -0.196
C2 -0.06328 0.37137 -0.75615  -0.810
Br1 -0.66241 2.23870 -0.98789  0.669
C3 -0.81065 -0.18417 0.57718  -1.450
S1 -2.62647 0.13199 0.37436  0.624
S2 -0.17427 0.77606 1.96395  0.701
S3 -0.44072 -2.02120 0.65281  0.687
H1 1.70046 -0.21950 0.34567  0.024
H2 2.02572 1.06223 -0.72345  0.065
H3 1.96396 -0.54112 -1.20294  0.068
H4 -0.44313 -0.23137 -1.53541  0.057
H5 -2.69473 0.39674 -0.92329  -0.162
H6 0.00082 -0.15936 2.82618  -0.166
H7 0.77166 -1.79542 -0.00107  -0.111

Summary:
SMILES string: C[C@H](Br)C(S)(S)S
Orbital gap: 9.437 eV
Spin multiplicity: 1
E_HOMO: -8.9672 eV
Charge: 0

=====

No. 3
The following is a DFT calculation (wB97M-V/def2-TZVPD) of one molecule with the formula C19H21N3O5S at a distorted geometry.

Last column: Löwdin charge in e.
Element x y z (Å)
C1 -2.06681 -0.39955 2.24547  -0.020
C2 -2.04876 -0.01909 0.76303  -0.309
N1 -1.81123 -1.20463 -0.04380  0.108
C3 -0.70174 -1.34758 -0.78621  -0.510
O1 0.07680 -0.43879 -1.01287  0.053
C4 -0.52866 -2.72368 -1.42548  -0.087
C5 0.95456 -2.97076 -1.71786  -0.222
N2 1.71575 -3.49200 -0.60193  -0.133
S1 1.67918 -2.70211 0.87850  0.674
O2 2.55612 -3.46811 1.71383  -0.284
O3 0.33381 -2.51997 1.36075  -0.291
C6 2.40585 -1.11777 0.51842  -0.278
C7 3.49618 -1.06579 -0.33021  -0.056
C8 4.07646 0.14954 -0.66286  0.024
C9 3.51601 1.28608 -0.10695  -0.133
C10 2.41876 1.20961 0.76644  -0.155
C11 1.84274 0.00639 1.09985  0.036
O4 2.07839 2.46729 1.16523  0.173
C12 2.92794 3.34349 0.55986  -0.475
O5 2.90191 4.53250 0.69403  0.134
N3 3.81350 2.62285 -0.21737  0.000
C13 4.85092 3.22654 -1.00622  0.003
C14 -3.33466 0.66633 0.36263  -0.186
C15 -4.52024 -0.04964 0.24990  -0.044
C16 -5.69793 0.58860 -0.09547  -0.084
C17 -5.70696 1.95348 -0.32706  -0.095
C18 -4.53132 2.67513 -0.21450  -0.082
C19 -3.35291 2.03413 0.12592  -0.030
H1 -2.97704 -0.94555 2.48606  0.081
H2 -2.02835 0.49379 2.86314  0.088
H3 -1.21092 -1.03439 2.46537  0.058
H4 -1.20582 0.64924 0.55875  0.135
H5 -2.32693 -2.02996 0.21597  0.143
H6 -1.08870 -2.72365 -2.36356  0.127
H7 -0.92790 -3.50001 -0.77304  0.115
H8 1.07675 -3.66855 -2.54902  0.124
H9 1.40355 -2.01092 -1.99262  0.111
H10 1.55649 -4.47314 -0.42226  0.112
H11 3.87801 -1.99030 -0.73156  0.119
H12 4.92021 0.20635 -1.33087  0.115
H13 0.99353 -0.07862 1.75409  0.124
H14 4.70739 2.99728 -2.06331  0.100
H15 4.78993 4.30334 -0.85425  0.097
H16 5.83023 2.86654 -0.68664  0.100
H17 -4.52766 -1.11482 0.43183  0.107
H18 -6.61228 0.01953 -0.18189  0.101
H19 -6.62705 2.45166 -0.59465  0.100
H20 -4.53093 3.74002 -0.39480  0.102
H21 -2.43621 2.59964 0.20821  0.114

Summary:
SMILES string: C[C@@H](NC(=O)CCNS(=O)(=O)c1ccc2c(c1)oc(=O)n2C)c1ccccc1
Orbital gap: 9.275 eV
Spin multiplicity: 1
E_HOMO: -8.7538 eV
Charge: 0

=====

No. 4
The following is a DFT calculation (wB97M-V/def2-TZVPD) of a 2-piece molecular cluster, C6H7ClN2 overall at a distorted geometry.

Last column: Mulliken spin population.
Element x y z (Å)
C1 -0.58131 -1.51921 -0.79896  0.064
C2 -0.20020 -0.39723 -0.15240  0.406
C3 -0.68617 -0.87251 1.80803  0.151
C4 0.31497 0.75586 -0.62644  0.625
C5 -0.04392 -1.94174 2.18187  0.009
C6 0.29715 1.09126 -2.10340  0.000
N1 -0.86012 -2.45496 -1.41870  0.421
N2 0.70771 1.72089 0.32203  0.256
Cl1 -1.69586 0.38775 2.33142  0.022
H1 0.20941 1.55773 1.18116  -0.005
H2 -0.12971 -2.33190 3.30812  0.002
H3 0.67479 -2.37785 1.47171  -0.005
H4 -0.26379 2.05030 -2.23620  0.030
H5 0.05493 0.34399 -2.81575  0.014
H6 1.20705 1.41021 -2.55164  0.026
H7 0.99507 2.57741 0.09914  -0.016

Summary:
Expectation value of S²: 2.019
Orbital gap (alpha / beta): 5.830 / 7.339 eV
Spin multiplicity: 3
E_HOMO (alpha / beta): -5.2477 / -9.5338 eV
Charge: 0

=====

Which value of charge does entry 2 give? 0